# 1
DFT (the ωB97M-V functional and the def2-TZVPD basis) results for 2 unconnected molecules or ions with the total composition C19H27IO10S3.

Summary:
* SMILES: C[C@@H](COC(=O)CSC1=C(I)C(=O)C(CCCS(=O)(=O)O)=CC1=O)OC(=O)CS.CC(C)O
* E_HOMO: -9.36 eV
* frontier orbital gap: 7.98 eV
* multiplicity: 1
* charge: 0
* maximum force: 0.0107 hartree/bohr

Last column: natural (NBO) charge in e.
Atoms and positions in Å:
C1 -5.143 1.567 2.487  -0.633
C2 -4.467 1.970 1.195  0.065
C3 -5.395 1.942 -0.015  -0.078
O1 -5.214 0.674 -0.658  -0.548
C4 -5.180 0.696 -2.013  0.804
O2 -6.122 0.972 -2.693  -0.526
C5 -3.831 0.320 -2.595  -0.641
S1 -2.517 1.356 -1.893  0.284
C6 -1.180 0.277 -1.562  -0.278
C7 -1.155 -0.824 -0.809  -0.236
I1 -2.712 -1.665 0.246  0.267
C8 0.150 -1.563 -0.684  0.498
O3 0.213 -2.764 -0.684  -0.491
C9 1.366 -0.689 -0.596  -0.015
C10 2.487 -1.068 0.329  -0.433
C11 1.957 -1.331 1.757  -0.407
C12 1.672 -2.810 2.040  -0.697
S2 0.500 -3.160 3.348  2.369
O4 -0.555 -3.949 2.808  -0.914
O5 1.220 -3.596 4.511  -0.950
O6 -0.119 -1.732 3.699  -0.893
C13 1.348 0.395 -1.363  -0.258
C14 0.144 0.677 -2.191  0.511
O7 0.202 1.160 -3.291  -0.477
O8 -3.948 3.322 1.277  -0.537
C15 -2.637 3.415 1.605  0.801
O9 -2.133 2.824 2.526  -0.564
C16 -1.867 4.350 0.699  -0.624
S3 -2.280 6.068 1.128  -0.006
H1 -6.076 2.122 2.613  0.209
H2 -4.493 1.739 3.341  0.239
H3 -5.396 0.504 2.453  0.220
H4 -3.637 1.300 0.965  0.208
H5 -6.439 2.062 0.281  0.193
H6 -5.148 2.770 -0.682  0.202
H7 -3.871 0.481 -3.670  0.253
H8 -3.625 -0.735 -2.408  0.266
H9 3.131 -0.189 0.383  0.220
H10 3.040 -1.927 -0.056  0.255
H11 2.725 -1.005 2.462  0.220
H12 1.090 -0.701 1.950  0.230
H13 2.587 -3.305 2.366  0.253
H14 1.299 -3.342 1.167  0.279
H15 0.250 -1.454 4.550  0.515
H16 2.168 1.102 -1.406  0.233
H17 -2.139 4.160 -0.338  0.246
H18 -0.805 4.163 0.841  0.234
H19 -2.092 6.590 -0.088  0.128
C17 5.787 -0.700 -2.670  -0.631
C18 5.652 -1.739 -1.568  0.095
C19 6.970 -2.443 -1.288  -0.630
O10 4.639 -2.689 -1.904  -0.725
H20 6.097 -1.178 -3.603  0.201
H21 4.831 -0.208 -2.851  0.217
H22 6.528 0.058 -2.412  0.213
H23 5.299 -1.254 -0.656  0.167
H24 7.312 -2.970 -2.183  0.200
H25 6.850 -3.179 -0.493  0.219
H26 7.744 -1.734 -0.992  0.213
H27 4.918 -3.131 -2.713  0.464

# 2
DFT (the ωB97M-V functional and the def2-TZVPD basis) results for a molecular structure, C44H54N5O4SeTi.

Summary:
* E_HOMO (alpha / beta): -2.60 / -2.59 eV
* frontier orbital gap (alpha / beta): 5.01 / 5.01 eV
* multiplicity: 1
* ΔE to the lowest compared entry with this formula, charge and spin: 0.0 kcal/mol
* charge: -1
* maximum force: 0.0110 hartree/bohr

Last column: Löwdin charge in e.
Atoms and positions in Å:
Ti1 -1.833 0.966 -0.903  1.053
C1 -5.338 0.827 1.778  -0.067
C2 -6.154 -0.170 1.223  -0.077
C3 -5.788 -0.748 0.034  -0.019
C4 -4.612 -0.322 -0.599  -0.207
N1 -3.799 0.594 -0.028  0.025
C5 -4.176 1.163 1.134  -0.123
C6 -4.123 -0.745 -1.878  -0.233
C7 -4.754 -1.609 -2.728  -0.030
C8 -4.208 -1.863 -4.002  -0.098
C9 -3.102 -1.130 -4.394  -0.040
C10 -2.493 -0.238 -3.521  -0.258
N2 -2.917 -0.143 -2.193  -0.014
C11 -1.529 0.727 -3.882  -0.216
C12 -0.874 0.826 -5.136  -0.024
C13 -0.110 1.920 -5.414  -0.091
C14 0.021 2.943 -4.448  -0.082
C15 -0.564 2.753 -3.227  -0.165
N3 -1.290 1.663 -2.911  0.008
H1 -5.600 1.318 2.704  0.102
H2 -7.065 -0.476 1.722  0.098
H3 -6.399 -1.513 -0.426  0.102
H4 -3.498 1.905 1.531  0.121
H5 -5.682 -2.077 -2.425  0.099
H6 -4.691 -2.550 -4.683  0.083
H7 -2.721 -1.220 -5.403  0.104
H8 -0.993 0.036 -5.865  0.101
H9 0.390 2.005 -6.372  0.096
H10 0.594 3.838 -4.643  0.092
H11 -0.466 3.489 -2.439  0.082
C16 5.595 -0.836 -3.127  -0.054
C17 5.234 -0.489 -1.676  -0.562
C18 5.896 0.844 -1.325  -0.074
C19 5.809 -1.566 -0.743  -0.052
C20 3.715 -0.431 -1.527  -0.184
C21 3.035 0.698 -1.110  -0.065
C22 1.650 0.691 -1.011  -0.376
Se1 0.727 2.189 -0.264  1.222
C23 0.647 1.513 1.525  -0.371
C24 1.679 1.793 2.406  -0.065
C25 1.679 1.253 3.681  -0.183
C26 0.618 0.403 3.999  0.007
C27 -0.423 0.079 3.139  -0.072
C28 -0.450 0.701 1.860  -0.331
O1 -1.454 0.534 1.037  -0.225
C29 -1.523 -0.883 3.621  -0.517
C30 -2.645 -0.059 4.268  -0.034
C31 -2.117 -1.748 2.497  -0.037
C32 -0.978 -1.870 4.666  -0.072
C33 2.775 1.525 4.709  -0.562
C34 3.450 0.206 5.113  -0.052
C35 2.161 2.179 5.956  -0.054
C36 3.852 2.461 4.161  -0.074
C37 0.870 -0.425 -1.348  -0.329
O2 -0.442 -0.376 -1.319  -0.221
C38 1.563 -1.618 -1.700  -0.072
C39 2.945 -1.568 -1.793  0.012
C40 0.800 -2.931 -1.905  -0.527
C41 1.739 -4.111 -2.169  -0.080
C42 -0.156 -2.817 -3.097  -0.034
C43 -0.003 -3.256 -0.635  -0.039
H12 6.681 -0.891 -3.251  0.078
H13 5.170 -1.797 -3.422  0.075
H14 5.207 -0.076 -3.809  0.088
H15 6.978 0.759 -1.452  0.080
H16 5.542 1.648 -1.973  0.085
H17 5.699 1.126 -0.289  0.082
H18 6.897 -1.616 -0.842  0.078
H19 5.565 -1.340 0.297  0.088
H20 5.403 -2.552 -0.975  0.074
H21 3.559 1.605 -0.837  0.091
H22 2.481 2.435 2.065  0.091
H23 0.616 -0.041 4.985  0.091
H24 -3.055 0.651 3.550  0.064
H25 -3.455 -0.712 4.607  0.084
H26 -2.266 0.502 5.126  0.085
H27 -2.699 -1.166 1.791  0.063
H28 -1.328 -2.256 1.937  0.082
H29 -2.764 -2.510 2.943  0.081
H30 -0.672 -1.387 5.595  0.068
H31 -1.762 -2.586 4.923  0.077
H32 -0.125 -2.424 4.268  0.092
H33 2.733 -0.492 5.547  0.074
H34 3.898 -0.275 4.241  0.088
H35 4.236 0.388 5.852  0.078
H36 1.403 1.537 6.407  0.075
H37 2.932 2.373 6.708  0.078
H38 1.685 3.126 5.694  0.089
H39 4.345 2.032 3.286  0.082
H40 3.434 3.430 3.879  0.086
H41 4.614 2.632 4.927  0.080
H42 3.468 -2.471 -2.077  0.088
H43 2.306 -3.982 -3.095  0.081
H44 2.443 -4.266 -1.347  0.083
H45 1.140 -5.019 -2.272  0.079
H46 0.393 -2.557 -4.007  0.092
H47 -0.666 -3.771 -3.263  0.084
H48 -0.904 -2.051 -2.917  0.057
H49 0.668 -3.377 0.220  0.091
H50 -0.713 -2.463 -0.408  0.069
H51 -0.555 -4.191 -0.773  0.083
N4 -4.318 2.693 -2.410  0.030
N5 -4.239 3.691 -1.443  -0.023
C44 -3.129 3.826 -0.605  -0.696
O3 -3.037 4.864 0.037  0.019
O4 -2.300 2.837 -0.543  -0.197
H52 -4.052 3.012 -3.333  0.084
H53 -5.236 2.273 -2.422  0.080
H54 -4.696 4.574 -1.614  0.124